No. 1
Here is a 2-piece molecular cluster, C2H5N2 overall from OMol25. Energies are from ωB97M-V/def2-TZVPD.

Output
- energy above the lowest of the compared OMol25 structures with the same formula, charge and spin (eV) = 1.006
- total charge = +1
- orbital gap (eV) = 11.816
- highest occupied orbital energy (eV) = -16.46

Geometry as XYZ:
```
9
Properties=species:S:1:pos:R:3:mulliken_charge:R:1
C 1.160 -1.220 0.166 -0.099
C -0.557 0.142 -0.290 -0.296
N -0.731 1.274 0.365 -0.227
N 2.011 -1.939 -0.056 0.057
H -0.068 1.979 0.067 0.277
H -1.114 -0.676 -0.066 0.425
H -0.189 0.216 -1.368 0.303
H -1.290 1.519 1.164 0.267
H 2.876 -2.345 -0.189 0.293
```



No. 2
Here is C24H25CdF4N2OS as an isolated structure from OMol25. Energies are from ωB97M-V/def2-TZVPD.

Output
- total charge = +1
- orbital gap (eV) = 6.743
- highest occupied orbital energy (eV) = -10.25

Geometry as XYZ:
```
58
Properties=species:S:1:pos:R:3:mulliken_charge:R:1
Cd 1.300 -0.666 -0.214 1.096
C 2.893 3.637 -0.520 -1.326
C 2.744 2.120 -0.455 -0.769
N 1.356 1.614 -0.320 0.746
C 0.450 2.130 -1.362 -0.253
C 0.721 1.515 -2.728 -1.232
C 0.821 1.825 1.042 -0.418
C 1.590 1.044 2.137 -0.712
N 2.016 -0.269 1.663 -0.448
C 3.206 -0.786 2.083 0.311
C 3.990 -1.570 1.224 0.575
F 3.551 -1.748 -0.071 -0.334
C 5.189 -2.141 1.587 -0.247
F 5.868 -2.850 0.682 -0.299
C 5.695 -1.969 2.858 -0.397
C 4.951 -1.201 3.736 0.047
F 5.391 -1.019 4.981 -0.289
C 3.750 -0.626 3.370 0.599
F 3.058 0.065 4.294 -0.315
H 3.942 3.884 -0.361 0.429
H 2.607 4.040 -1.492 0.331
H 2.316 4.147 0.252 0.265
H 3.179 1.677 -1.353 0.392
H 3.306 1.738 0.395 0.383
H -0.572 1.897 -1.060 0.023
H 0.527 3.219 -1.429 0.388
H 0.646 0.420 -2.691 0.153
H -0.020 1.873 -3.443 0.397
H 1.707 1.781 -3.108 0.361
H 0.823 2.885 1.311 0.343
H -0.218 1.488 1.029 0.070
H 2.456 1.630 2.455 0.446
H 0.926 0.959 3.001 0.443
H 6.629 -2.418 3.160 0.487
O -0.744 -1.288 -0.507 -0.832
S -1.811 -1.186 -1.594 0.084
C -2.926 -2.549 -1.259 0.677
C -3.399 -3.280 -2.338 -0.341
C -4.253 -4.346 -2.102 -0.590
C -4.614 -4.670 -0.802 -0.455
C -4.112 -3.943 0.271 -0.744
C -3.260 -2.877 0.047 -0.248
C -2.842 0.200 -1.095 0.830
C -2.944 0.564 0.239 -0.334
C -3.760 1.629 0.584 -0.798
C -4.457 2.319 -0.400 -0.469
C -4.325 1.962 -1.735 -0.655
C -3.511 0.898 -2.090 -0.352
H -3.104 -3.019 -3.347 0.411
H -4.629 -4.932 -2.929 0.408
H -5.285 -5.499 -0.620 0.407
H -4.385 -4.211 1.282 0.403
H -2.846 -2.320 0.876 0.298
H -2.384 0.028 0.995 0.338
H -3.852 1.919 1.622 0.435
H -5.104 3.141 -0.123 0.420
H -4.852 2.517 -2.499 0.417
H -3.395 0.614 -3.129 0.443
```



No. 3
Here is a single C3H4F2N2 molecule from OMol25. Energies are from ωB97M-V/def2-TZVPD.

Output
- energy above the lowest of the compared OMol25 structures with the same formula, charge and spin (eV) = 0.655
- orbital gap (eV) = 11.512
- SMILES = N#CN(CF)CF
- highest occupied orbital energy (eV) = -10.80

Geometry as XYZ:
```
11
Properties=species:S:1:pos:R:3:mulliken_charge:R:1
N -2.669 -0.124 0.245 -0.448
C -1.535 0.006 0.218 0.411
N -0.186 0.096 0.193 -0.003
C 0.550 1.261 -0.053 -0.132
F 0.232 1.884 -1.178 -0.271
C 0.293 -1.239 0.062 -0.383
F 0.247 -1.744 -1.253 -0.284
H 0.319 2.150 0.670 0.223
H 1.629 1.028 -0.025 0.267
H -0.252 -1.932 0.776 0.313
H 1.371 -1.386 0.345 0.306
```



No. 4
Here is a single CH2O2S molecule from OMol25. Energies are from ωB97M-V/def2-TZVPD.

Output
- energy above the lowest of the compared OMol25 structures with the same formula, charge and spin (eV) = 1.215
- orbital gap (eV) = 9.561
- SMILES = OC(O)=S
- highest occupied orbital energy (eV) = -9.48

Geometry as XYZ:
```
6
Properties=species:S:1:pos:R:3:mulliken_charge:R:1
O -0.844 -1.012 -0.090 -0.367
C -0.006 -0.040 0.084 0.391
O -0.666 1.228 -0.118 -0.402
S 1.683 -0.044 -0.077 -0.347
H -0.400 -1.842 -0.004 0.367
H 0.234 1.710 0.205 0.358
```



No. 5
Here is a 2-piece molecular cluster, C2HNOS overall from OMol25. Energies are from ωB97M-V/def2-TZVPD.

Output
- energy above the lowest of the compared OMol25 structures with the same formula, charge and spin (eV) = 2.088
- orbital gap (eV) = 10.524
- highest occupied orbital energy (eV) = -10.93

Geometry as XYZ:
```
6
Properties=species:S:1:pos:R:3:mulliken_charge:R:1
C -0.993 0.387 0.366 0.601
C 1.664 0.114 -0.631 -0.058
N -0.689 -0.264 1.342 -0.506
O -1.227 1.209 -0.425 -0.387
S 1.128 -0.435 -1.950 0.012
H 0.117 -1.011 1.298 0.337
```



No. 6
Here is C15H16N6O3PbS2 as an isolated structure from OMol25. Energies are from ωB97M-V/def2-TZVPD.

Output
- energy above the lowest of the compared OMol25 structures with the same formula, charge and spin (eV) = 2.550
- total charge = +2
- orbital gap (spin up / spin down) (eV) = 4.866 / 4.665
- highest occupied orbital energy (spin up / spin down) (eV) = -14.54 / -14.53

Geometry as XYZ:
```
43
Properties=species:S:1:pos:R:3:mulliken_charge:R:1
Pb 0.982 -1.493 -0.088 1.152
C -1.276 -2.631 3.989 -1.460
C -0.613 -1.998 2.822 0.784
N 0.348 -2.579 2.130 0.579
N 0.622 -3.833 2.339 -0.919
C 1.865 -4.257 1.867 0.663
N 2.253 -5.383 2.421 -0.293
S 2.765 -3.503 0.647 -0.260
C -0.948 -0.623 2.425 0.391
C -2.003 0.039 3.035 -0.464
C -2.248 1.374 2.718 -0.570
C -1.403 2.008 1.836 -0.868
C -0.368 1.278 1.248 -0.055
N -0.153 -0.005 1.510 -0.213
H -0.823 -3.584 4.234 0.370
H -2.329 -2.798 3.741 0.423
H -1.245 -1.975 4.859 0.432
H 1.670 -5.829 3.118 0.269
H 3.115 -5.833 2.147 0.237
H -2.626 -0.470 3.755 0.385
H -3.076 1.899 3.175 0.469
H -1.518 3.051 1.577 0.496
H 0.298 1.757 0.543 0.644
O 2.469 3.436 -2.481 -0.616
S 1.179 3.070 -2.010 1.121
O 0.543 3.808 -0.961 -0.607
N 1.213 1.468 -1.481 -0.632
C 0.337 0.767 -2.120 0.983
O 0.041 -0.456 -1.789 -0.740
C -0.383 1.431 -3.231 0.173
C -1.332 0.921 -4.098 -0.475
C -1.846 1.779 -5.063 -0.635
C -1.421 3.100 -5.149 -0.493
C -0.472 3.617 -4.270 -0.640
C 0.031 2.754 -3.323 0.157
H -1.655 -0.108 -4.031 0.501
H -2.586 1.415 -5.762 0.414
H -1.836 3.742 -5.914 0.427
H -0.140 4.644 -4.337 0.471
N 2.937 -0.172 0.004 -0.577
H 3.706 -0.549 -0.546 0.336
H 3.295 0.008 0.940 0.342
H 2.632 0.713 -0.426 0.297
```



No. 7
Here is a single C4H10OS molecule from OMol25. Energies are from ωB97M-V/def2-TZVPD.

Output
- energy above the lowest of the compared OMol25 structures with the same formula, charge and spin (eV) = 1.016
- orbital gap (eV) = 9.440
- SMILES = CCSCOC
- highest occupied orbital energy (eV) = -8.48

Geometry as XYZ:
```
16
Properties=species:S:1:pos:R:3:mulliken_charge:R:1
C 1.930 1.431 -0.300 -0.991
C 0.418 1.748 -0.334 -0.419
S -0.529 1.340 1.164 -0.144
C -0.653 -0.446 1.085 -0.492
O -0.800 -0.914 -0.228 -0.269
C -1.445 -2.149 -0.496 -0.814
H 2.132 0.318 -0.307 0.259
H 2.434 1.872 0.537 0.316
H 2.426 1.797 -1.213 0.327
H 0.202 2.786 -0.328 0.350
H -0.093 1.289 -1.185 0.282
H 0.323 -0.786 1.541 0.295
H -1.467 -0.812 1.712 0.389
H -1.397 -2.393 -1.549 0.238
H -1.035 -2.966 0.093 0.325
H -2.447 -2.115 -0.192 0.348
```



Energy across the listed records, respectively: -5126.0411; -56583.5011; -11589.4522; -15998.7204; -16460.4451; -57799.1399; -17191.8091 eV.